Entry w
C22H13ClIN3NiO4S as an isolated structure. Source: the Open Molecules 2025 dataset; level of theory: wB97M-V/def2-TZVPD.

Structure (XYZ):
```
46
C22H13ClIN3NiO4S | the Open Molecules 2025 dataset | wB97M-V/def2-TZVPD
Ni -0.02499 1.45361 0.32031
Cl 1.98690 -3.73774 4.47578
C 1.93306 -2.46052 3.27878
C 3.01493 -2.25984 2.46580
C 3.00633 -1.25799 1.48907
I 4.64450 -1.04607 0.20805
C 1.90832 -0.40337 1.28674
O 1.82311 0.48638 0.39754
C 0.78033 -0.63431 2.18106
N -0.28415 0.17527 1.95418
C -1.37767 -0.01309 2.66035
C -1.49142 -1.01870 3.62748
C -0.42539 -1.83458 3.88230
C 0.76781 -1.66165 3.15098
H 3.88588 -2.89279 2.57269
H -2.22073 0.62322 2.41953
H -2.43962 -1.16305 4.12527
H -0.49126 -2.63122 4.61111
O -3.68999 -2.84005 2.16744
S -3.54436 -2.61714 0.74410
O -4.45499 -3.36708 -0.09147
N -3.52620 -1.04606 0.38817
C -2.33620 -0.64627 -0.08499
O -2.01315 0.52565 -0.32528
C -1.34133 -1.77545 -0.21057
C -0.03589 -1.70728 -0.66282
C 0.73694 -2.86300 -0.60446
C 0.20854 -4.05350 -0.11277
C -1.11162 -4.12048 0.32407
C -1.85936 -2.96403 0.26066
H 0.37545 -0.77131 -1.01612
H 1.77125 -2.82845 -0.92452
H 0.83768 -4.93399 -0.06060
H -1.53209 -5.03886 0.71481
N 0.23523 3.09117 -0.36088
C 0.03595 4.37188 -0.52230
C 0.09755 5.33409 0.55429
C -0.08327 6.68571 0.34748
C -0.34996 7.21873 -0.91954
C -0.42750 6.31594 -1.98509
C -0.24571 4.95755 -1.81496
H 0.29577 4.94916 1.54864
H -0.02180 7.35301 1.20439
H -0.49830 8.28206 -1.06709
H -0.64130 6.68788 -2.98499
H -0.31825 4.28415 -2.66172
```

Output
expectation value of S²: 2.021
total charge: -2
Kohn-Sham gap (spin up / spin down): 4.367 / 4.063 eV
E_HOMO (spin up / spin down): -0.6 / -0.3 eV
LUMO (spin up / spin down): 3.78 / 3.78 eV
2S+1: 3

***

Entry x
C22H13ClIN3NiO4S as an isolated structure. Source: the Open Molecules 2025 dataset; level of theory: wB97M-V/def2-TZVPD.

Structure (XYZ):
```
46
C22H13ClIN3NiO4S | the Open Molecules 2025 dataset | wB97M-V/def2-TZVPD
Ni -0.11769 0.23719 0.50002
Cl -5.63084 4.09682 0.03357
C -4.50451 2.73193 0.07711
C -5.02529 1.47304 0.26913
C -4.16315 0.38033 0.31031
I -4.95606 -1.53311 0.57515
C -2.76895 0.50834 0.17967
O -1.93977 -0.48597 0.20315
C -2.27793 1.83846 -0.03211
N -0.90637 1.92489 -0.19156
C -0.37557 3.15756 -0.42369
C -1.12834 4.29996 -0.47564
C -2.52859 4.24881 -0.30122
C -3.12260 2.97201 -0.08567
H -6.09180 1.33901 0.38677
H 0.69847 3.18595 -0.57856
H -0.63017 5.24648 -0.65559
H -3.13997 5.13811 -0.32906
O 3.82471 0.70004 5.30697
S 3.56200 -0.48188 4.51959
O 4.06963 -1.72531 5.05201
N 2.03384 -0.59689 4.07587
C 1.86310 -0.43235 2.76210
O 0.76914 -0.53027 2.18191
C 3.17690 -0.17499 2.01719
C 3.41984 0.05108 0.65979
C 4.75904 0.11561 0.24899
C 5.79990 0.03680 1.16378
C 5.55695 -0.12427 2.52226
C 4.23282 -0.23399 2.89720
H 1.57812 -0.48271 -0.07945
H 4.97635 0.22321 -0.80493
H 6.82032 0.08131 0.79967
H 6.35467 -0.16348 3.25121
N 2.36300 0.16121 -0.23626
C 2.37434 0.80690 -1.47449
C 1.46811 0.38818 -2.45137
C 1.40405 1.04218 -3.66798
C 2.24201 2.11635 -3.94324
C 3.12467 2.54572 -2.96466
C 3.19035 1.90727 -1.73382
H 0.78715 -0.42291 -2.22335
H 0.67948 0.71452 -4.40303
H 2.18783 2.62511 -4.89718
H 3.75776 3.40704 -3.14339
H 3.85146 2.28053 -0.96355
```

Output
expectation value of S²: 2.030
total charge: -2
Kohn-Sham gap (spin up / spin down): 3.375 / 5.315 eV
E_HOMO (spin up / spin down): 0.8 / -1.1 eV
LUMO (spin up / spin down): 4.19 / 4.19 eV
2S+1: 3

***

Calculated relative energies: entry w 1.5; entry x 0.0, given in kcal/mol

***

Entry w
One molecule with the formula C2H6S2. Source: the Open Molecules 2025 dataset; level of theory: wB97M-V/def2-TZVPD.

Structure (XYZ):
```
10
C2H6S2 | the Open Molecules 2025 dataset | wB97M-V/def2-TZVPD
C 1.25142 0.54793 -0.76446
S 0.89760 -1.21954 -1.03840
S -0.40230 -1.83430 0.47195
C -1.29462 -0.25906 0.88417
H 0.42243 1.14751 -1.14075
H 1.51517 0.85854 0.24794
H 2.07898 0.72552 -1.44906
H -2.11081 -0.56774 1.54152
H -0.63212 0.50366 1.30298
H -1.72575 0.09749 -0.05590
```

Output
total charge: 0
Kohn-Sham gap: 8.741 eV
E_HOMO: -8.0 eV
LUMO: 0.79 eV
structure (SMILES): CSSC

***

Entry x
A 2-piece molecular cluster, C2H6S2 overall. Source: the Open Molecules 2025 dataset; level of theory: wB97M-V/def2-TZVPD.

Structure (XYZ):
```
10
C2H6S2 | the Open Molecules 2025 dataset | wB97M-V/def2-TZVPD
C 1.13755 1.02592 -0.17016
C 0.21725 1.41863 0.68212
H 1.94771 0.34800 0.09478
H 1.12859 1.38735 -1.18564
H 0.09201 1.07548 1.70885
H -0.53153 2.13520 0.37565
S -0.04524 -2.32425 -0.52536
S -1.61054 -1.64164 0.52926
H -0.62274 -3.01694 -1.52051
H -1.71305 -0.40774 0.01102
```

Output
total charge: 0
Kohn-Sham gap: 9.963 eV
E_HOMO: -9.5 eV
LUMO: 0.48 eV
structure (SMILES): C=C.SS

***

Entry y
One molecule with the formula C2H6S2. Source: the Open Molecules 2025 dataset; level of theory: wB97M-V/def2-TZVPD.

Structure (XYZ):
```
10
C2H6S2 | the Open Molecules 2025 dataset | wB97M-V/def2-TZVPD
C 1.20899 2.08953 0.79509
C 0.00119 1.16957 0.66298
S 0.64344 -0.35105 -0.17804
S -1.16134 -1.40762 -0.57124
H 1.43769 2.50414 -0.18540
H 2.08972 1.55566 1.21975
H 1.02100 2.79092 1.49734
H -0.83369 1.58975 -0.00043
H -0.49384 0.75378 1.56021
H -2.19556 -0.61019 -0.85130
```

Output
total charge: 0
Kohn-Sham gap: 8.726 eV
E_HOMO: -8.4 eV
LUMO: 0.35 eV
structure (SMILES): CCSS

***

Calculated relative energies: entry w 0.0; entry x 17.4; entry y 7.6, given in kcal/mol

***

Entry w
One molecule with the formula C7H9N5. Source: the Open Molecules 2025 dataset; level of theory: wB97M-V/def2-TZVPD.

Structure (XYZ):
```
21
C7H9N5 | the Open Molecules 2025 dataset | wB97M-V/def2-TZVPD
C -0.21206 -0.72302 0.32656
C -0.71090 -1.26799 -1.77850
C -2.04513 -2.70198 -3.49008
C -2.50226 -2.62805 -2.15494
C 0.06311 1.51392 1.59174
C 1.59221 0.76275 -0.22268
C 0.71201 0.26863 0.89709
N -1.14612 -1.37852 0.78201
N -2.03795 -2.03904 0.07726
N -0.37247 -1.24331 -3.02968
N -0.89609 -2.11129 -3.89195
N -1.75319 -1.98184 -1.24169
H -2.56845 -3.12167 -4.30293
H -3.35437 -3.23151 -1.84853
H 0.89239 2.07787 2.20460
H -0.79600 1.11171 2.13608
H -0.32134 2.30522 0.79664
H 2.19691 -0.18244 -0.48010
H 2.40771 1.39241 0.08195
H 1.11389 1.16122 -1.01534
H 1.15926 -0.19604 1.80063
```

Output
total charge: 0
Kohn-Sham gap (spin up / spin down): 7.599 / 7.601 eV
E_HOMO (spin up / spin down): -8.4 / -8.4 eV
LUMO (spin up / spin down): -0.76 / -0.76 eV

***

Entry x
C7H9N5 as an isolated structure. Source: the Open Molecules 2025 dataset; level of theory: wB97M-V/def2-TZVPD.

Structure (XYZ):
```
21
C7H9N5 | the Open Molecules 2025 dataset | wB97M-V/def2-TZVPD
C -0.11756 -2.31365 -1.91025
C 0.10181 -1.08568 -0.96765
C 0.55879 -0.89620 0.44748
C -1.07541 -0.37778 -0.22392
C -0.84443 -1.18856 0.95048
C 1.30551 0.11138 0.94913
C -1.38724 0.94047 -0.20251
N 0.42029 -1.55097 -2.83365
N 0.70255 -0.41738 -2.18476
N 0.80263 0.86327 1.97448
N -1.44025 1.68851 1.02590
N -0.11772 1.95456 1.62860
H -0.96606 -2.25042 0.81014
H -0.95181 -0.98735 2.06953
H 2.20552 0.47258 0.42001
H -1.13763 1.54044 -0.96861
H 0.56239 -1.78865 -3.74834
H 1.65580 0.07344 -2.30917
H 1.47125 1.41957 2.46112
H -1.92163 1.16520 1.71211
H 0.17320 2.62723 0.89988
```

Output
total charge: 0
Kohn-Sham gap: 8.014 eV
E_HOMO: -7.9 eV
LUMO: 0.10 eV

***

Calculated relative energies: entry w 0.0; entry x 85.9, given in kcal/mol

***

Entry w
A 2-piece molecular cluster, C2H7S3 overall. Source: the Open Molecules 2025 dataset; level of theory: wB97M-V/def2-TZVPD.

Structure (XYZ):
```
12
C2H7S3 | the Open Molecules 2025 dataset | wB97M-V/def2-TZVPD
C -1.58489 1.84577 -0.20973
S -0.65514 2.25415 1.30358
H -2.41912 1.20051 0.03097
H -0.96446 1.32917 -0.92980
H -1.81884 2.81860 -0.63621
C 1.65153 -1.77140 -0.53777
S 0.89602 -1.28612 1.13417
S -0.87948 -2.25880 1.09275
H 2.70465 -1.98243 -0.33615
H 1.14476 -2.66499 -0.87271
H 1.60058 -0.84373 -1.09749
H 0.32438 1.35927 1.05839
```

Output
total charge: -1
Kohn-Sham gap: 5.536 eV
E_HOMO: -2.1 eV
LUMO: 3.43 eV

***

Entry x
A 2-piece molecular cluster, C2H7S3 overall. Source: the Open Molecules 2025 dataset; level of theory: wB97M-V/def2-TZVPD.

Structure (XYZ):
```
12
C2H7S3 | the Open Molecules 2025 dataset | wB97M-V/def2-TZVPD
C 1.78179 -1.26181 0.58658
S 2.20979 -0.07886 -0.70099
H 1.19315 -0.75802 1.33754
H 2.80531 -1.72252 0.92827
H 1.10989 -2.07940 0.19694
C -1.02772 1.31033 1.87601
S -1.57715 0.89875 0.11446
S -1.10262 -0.86972 -0.82956
H -0.82039 2.37050 1.63801
H -1.94468 1.48534 2.33690
H -0.29790 0.86205 2.64241
H 0.94990 0.34819 -1.19822
```

Output
total charge: -1
Kohn-Sham gap: 5.895 eV
E_HOMO: -2.3 eV
LUMO: 3.59 eV

***

Calculated relative energies: entry w 0.0; entry x 21.6, given in kcal/mol